Below is C46H115ClN8O14Y as an isolated structure at a distorted geometry, with properties calculated with the ωB97M-V functional and the def2-TZVPD basis.

Element x y z (Å)
Y (-3.389560, 4.015310, 0.045845)
C (0.118116, 1.327592, -1.114556)
C (-1.208836, 1.063110, -0.452314)
C (-1.106925, -0.064989, 0.590461)
O (-1.858325, 2.237193, 0.027940)
H (0.063408, 1.969204, -1.997545)
H (0.671851, 0.420988, -1.355534)
H (0.731969, 1.906130, -0.417967)
H (-1.839557, 0.703868, -1.276269)
H (-1.993230, -0.145698, 1.221397)
H (-0.216717, 0.014333, 1.217334)
H (-1.047709, -1.038673, 0.098405)
Cl (-4.208305, 0.339171, 4.512657)
O (-3.477548, 0.358085, 3.284607)
O (-5.610931, 0.339048, 4.160386)
O (-3.937605, -0.855141, 5.257351)
O (-3.891725, 1.479850, 5.292980)
C (-1.610878, -0.656766, -3.898206)
O (-1.714998, -0.464036, -5.270919)
H (-1.251277, -1.650593, -3.624640)
H (-0.864101, 0.023159, -3.476728)
H (-2.589814, -0.483137, -3.437002)
H (-1.441095, 0.432186, -5.471430)
C (-0.833460, 6.297761, 3.131290)
C (-1.584660, 5.878106, 1.907866)
C (-0.760056, 5.905451, 0.622606)
O (-1.404050, 5.145019, -0.440956)
C (-0.577284, 5.056865, -1.603243)
N (-2.220204, 4.543090, 2.125838)
H (-0.020736, 5.628532, 3.423495)
H (-1.451162, 6.394940, 4.023554)
H (-0.301182, 7.237284, 2.962492)
H (-2.433617, 6.568310, 1.841928)
H (0.235971, 5.568264, 0.919422)
H (-0.569102, 6.941289, 0.333063)
H (-1.053310, 4.353758, -2.283942)
H (0.415487, 4.632728, -1.436399)
H (-0.389680, 6.036829, -2.044215)
H (-2.646878, 4.671718, 3.042734)
H (-1.507580, 3.837466, 2.392805)
C (-4.169823, -2.350854, 0.251374)
C (-4.888839, -1.214046, -0.462663)
C (-6.189934, -1.567927, -1.186816)
O (-7.058034, -2.051215, -0.160525)
C (-8.332219, -2.466529, -0.600004)
N (-5.052963, -0.033766, 0.418932)
H (-3.759239, -2.996197, -0.528111)
H (-4.834716, -2.912037, 0.907667)
H (-3.344299, -1.990300, 0.864083)
H (-4.168361, -0.817897, -1.190508)
H (-6.106382, -2.329505, -1.964443)
H (-6.680683, -0.670659, -1.579595)
H (-8.667361, -3.268160, 0.056535)
H (-8.305555, -2.813814, -1.635811)
H (-9.091649, -1.681109, -0.548304)
H (-5.927164, -0.267667, 0.883589)
H (-4.303385, 0.026312, 1.098901)
C (2.824073, 4.075487, -3.182524)
C (3.730173, 3.508957, -4.259315)
C (3.225084, 2.173768, -4.868864)
O (3.191440, 1.270632, -3.783884)
C (2.170251, 0.312507, -3.896946)
N (3.821104, 4.469811, -5.348785)
H (3.230481, 5.046528, -2.893192)
H (2.765991, 3.444149, -2.292871)
H (1.816464, 4.228295, -3.578804)
H (4.742698, 3.312543, -3.904984)
H (4.019010, 1.917869, -5.573883)
H (2.254091, 2.282152, -5.359221)
H (1.253601, 0.868028, -3.672700)
H (2.363377, -0.507297, -3.206039)
H (2.063535, -0.106767, -4.901615)
H (2.902581, 4.610963, -5.756682)
H (4.041159, 5.371721, -4.940662)
C (1.774888, 3.266076, 1.759680)
C (1.105139, 2.487270, 2.913086)
C (1.485390, 2.977593, 4.295804)
O (2.890496, 2.865482, 4.427355)
C (3.369184, 3.641552, 5.524714)
N (-0.338116, 2.444815, 2.705451)
H (1.190771, 3.511446, 0.872071)
H (2.723421, 2.823809, 1.457017)
H (2.051699, 4.261138, 2.127641)
H (1.488967, 1.460800, 2.925757)
H (0.909363, 2.445559, 5.058575)
H (1.177411, 4.027055, 4.388354)
H (4.393377, 3.402083, 5.798897)
H (2.745778, 3.552477, 6.418246)
H (3.313246, 4.707677, 5.283300)
H (-0.576387, 2.218548, 1.745383)
H (-0.765981, 1.715059, 3.267385)
C (-2.343421, -4.158329, 3.193061)
C (-1.337577, -3.676251, 4.234192)
C (-0.657860, -2.423641, 3.658523)
O (0.235792, -1.884279, 4.636076)
C (0.311602, -0.482764, 4.639606)
N (-2.004982, -3.360460, 5.508171)
H (-2.784769, -5.111385, 3.479089)
H (-1.823195, -4.418281, 2.263028)
H (-2.997929, -3.342893, 2.884405)
H (-0.609022, -4.440349, 4.512186)
H (-1.384827, -1.639954, 3.424972)
H (-0.098319, -2.661279, 2.746601)
H (-0.658197, -0.023445, 4.423646)
H (1.120562, -0.076632, 4.025015)
H (0.509816, -0.162777, 5.665934)
H (-1.228334, -2.998816, 6.056262)
H (-2.515451, -2.505506, 5.296463)
C (-5.012501, 1.451888, -3.187523)
C (-4.305813, 2.557811, -2.411938)
C (-4.505753, 3.962340, -3.004694)
O (-3.603056, 4.782065, -2.230482)
C (-3.368960, 6.028145, -2.862838)
N (-4.875133, 2.568363, -1.048037)
H (-6.070628, 1.715063, -3.255906)
H (-4.984899, 0.518938, -2.625905)
H (-4.578148, 1.297845, -4.174570)
H (-3.232273, 2.370012, -2.321078)
H (-5.523929, 4.345883, -2.936583)
H (-4.194855, 3.813153, -4.040247)
H (-4.269696, 6.476324, -3.282797)
H (-2.619996, 5.898533, -3.646815)
H (-2.924733, 6.796432, -2.228331)
H (-4.851437, 1.569225, -0.782324)
H (-5.877475, 2.703799, -1.168815)
C (6.663353, -1.774876, 2.468843)
C (5.724691, -2.152930, 1.325413)
C (4.365599, -2.535963, 1.947797)
C (3.468498, -1.373879, 2.360098)
C (3.303017, -0.406017, 1.182689)
C (4.689168, 0.114226, 0.683173)
N (5.554108, -1.037809, 0.388504)
O (6.730248, -0.712358, -0.271116)
C (4.415621, 0.844833, -0.641130)
C (5.244202, 1.121585, 1.688629)
C (6.233790, -3.389988, 0.527704)
H (6.191575, -1.164274, 3.236382)
H (7.546326, -1.250835, 2.098233)
H (7.056828, -2.713951, 2.864618)
H (3.814095, -3.241659, 1.323277)
H (4.545814, -3.054132, 2.892916)
H (3.817230, -0.849905, 3.255240)
H (2.540803, -1.798021, 2.754416)
H (2.588052, 0.405402, 1.323637)
H (2.859601, -1.066125, 0.428960)
H (3.680077, 1.648992, -0.615377)
H (5.348001, 1.197100, -1.087178)
H (4.073316, 0.143215, -1.406843)
H (5.137101, 0.831629, 2.732997)
H (6.315069, 1.245403, 1.507303)
H (4.832730, 2.119032, 1.526838)
H (5.984648, -4.315092, 1.045553)
H (7.315897, -3.339721, 0.402189)
H (5.769327, -3.346951, -0.457507)
H (6.652220, -1.087856, -1.154160)
C (1.382726, -4.085682, -3.654818)
C (1.648853, -4.409046, -2.190224)
C (0.778794, -3.549871, -1.264383)
C (-0.697466, -3.977083, -1.185398)
C (-0.715568, -5.426510, -0.722278)
C (0.066585, -6.384939, -1.630846)
N (1.410030, -5.840434, -1.863900)
O (2.282866, -6.688259, -2.574904)
C (0.163472, -7.732173, -0.930538)
C (-0.671439, -6.593356, -2.988614)
C (3.105168, -4.054960, -1.848954)
H (1.954821, -4.710986, -4.341621)
H (1.556016, -3.021885, -3.820549)
H (0.360729, -4.355746, -3.921932)
H (1.182838, -3.630959, -0.252467)
H (0.911748, -2.505498, -1.559283)
H (-1.218986, -3.900880, -2.140317)
H (-1.220146, -3.438277, -0.393161)
H (-1.754479, -5.749048, -0.617376)
H (-0.314226, -5.519315, 0.289945)
H (0.678003, -8.525526, -1.481355)
H (0.746124, -7.724009, -0.006276)
H (-0.829754, -8.144833, -0.753586)
H (-1.082450, -5.686963, -3.433517)
H (-0.101219, -7.180413, -3.702930)
H (-1.609483, -7.050647, -2.656313)
H (3.378410, -4.341362, -0.831547)
H (3.336864, -2.990338, -1.915442)
H (3.774400, -4.624226, -2.495275)
H (2.403251, -7.354699, -1.889312)

Forces on atoms 1 to 3 (eV/Å):
3.69 -3.29 0.47
0.78 1.00 0.66
-1.27 -0.53 -0.71

- E_HOMO (eV) = -9.187
- total charge = +1
- spin multiplicity = 1

These are the Mulliken partial charges, in e, on atoms 1 to 4: number 1, Y, carries 0.884; number 2, C, carries 0.470; number 3, C, carries 1.033; number 4, C, carries 0.481



Below is one molecule with the formula C6H12OS at a distorted geometry, with properties calculated with the ωB97M-V functional and the def2-TZVPD basis.

Element x y z (Å)
C (1.122721, -0.909915, -2.471471)
C (-0.007025, -0.238337, -1.831696)
C (-0.164877, 0.145711, -0.547781)
C (0.777367, -0.190678, 0.556172)
C (0.249885, -1.206840, 1.612571)
O (-0.712667, -0.717470, 2.430754)
S (-1.775467, 0.836566, -0.133873)
C (-1.273729, 2.226587, 0.983626)
H (1.834154, -1.181267, -1.708613)
H (0.768718, -1.888416, -2.862670)
H (1.581111, -0.359102, -3.368924)
H (-0.829603, 0.008078, -2.499159)
H (0.977862, 0.789878, 0.975490)
H (1.614439, -0.649543, 0.121246)
H (1.086847, -1.395907, 2.286742)
H (-0.075932, -2.144901, 1.081298)
H (-1.475339, -0.597596, 1.842032)
H (-0.917528, 1.824445, 1.929902)
H (-2.220541, 2.788853, 1.140089)
H (-0.560397, 2.859853, 0.464265)

Forces on atoms 1 to 3 (eV/Å):
0.56 -0.97 -1.19
-1.24 1.39 0.47
-0.80 -1.14 -1.21

- E_HOMO (eV) = -8.326
- SMILES = C/C=C(\CCO)SC
- ΔE to the lowest compared entry with this formula, charge and spin (eV) = 1.149
- total charge = 0
- spin multiplicity = 1

These are the Mulliken partial charges, in e, on atoms 1 to 4: number 1, C, carries -1.100; number 2, C, carries -0.298; number 3, C, carries 0.410; number 4, C, carries -0.739



Below is C32H32IMnPSi2 as an isolated structure at a distorted geometry, with properties calculated with the ωB97M-V functional and the def2-TZVPD basis.

Element x y z (Å)
Mn (0.003586, 0.254295, -0.332966)
I (2.504684, 0.155894, 0.337731)
C (3.489967, 2.016171, 0.104794)
C (4.859328, 1.786639, -0.020771)
C (5.707405, 2.865598, -0.168208)
C (5.170120, 4.136666, -0.188087)
C (3.786132, 4.373718, -0.066656)
C (3.322588, 5.710513, -0.100725)
C (1.972875, 6.002421, 0.036459)
C (1.066934, 4.985023, 0.192652)
C (1.450907, 3.604450, 0.222000)
P (0.008654, 2.546064, 0.207210)
C (-1.048937, 3.234046, 1.529334)
C (-2.435228, 3.304556, 1.424140)
C (-3.198923, 3.753711, 2.493236)
C (-2.584365, 4.114888, 3.682529)
C (-1.202570, 4.030725, 3.800247)
C (-0.438237, 3.592390, 2.730102)
C (-0.828389, 2.926245, -1.391040)
C (-0.590707, 2.028816, -2.433801)
C (-1.064141, 2.253484, -3.715516)
C (-1.788446, 3.406077, -3.982267)
C (-2.033205, 4.312941, -2.962022)
C (-1.558182, 4.077127, -1.678516)
C (2.851450, 3.269803, 0.091493)
H (5.247549, 0.776613, -0.001220)
H (6.774071, 2.706351, -0.263352)
H (5.815680, 4.999819, -0.302290)
H (4.052348, 6.501493, -0.222766)
H (1.629789, 7.030170, 0.027520)
H (0.025344, 5.240880, 0.327302)
H (-2.922551, 3.007800, 0.506309)
H (-4.276452, 3.814443, 2.398817)
H (-3.181098, 4.457869, 4.519225)
H (-0.718073, 4.316285, 4.725133)
H (0.641539, 3.547453, 2.810378)
H (-0.016937, 1.105768, -2.291058)
H (-0.870133, 1.535299, -4.501865)
H (-2.159676, 3.592679, -4.981778)
H (-2.599553, 5.213599, -3.166222)
H (-1.777010, 4.787090, -0.891397)
C (-2.994715, -0.015154, 1.704083)
Si (-2.404342, -0.154401, -0.094125)
C (-3.564756, 0.852685, -1.196903)
C (-2.806672, -1.954353, -0.538984)
C (-4.109264, -2.435466, -0.702312)
C (-4.346920, -3.786487, -0.912501)
C (-3.285183, -4.683515, -0.955587)
C (-1.986977, -4.221408, -0.793936)
C (-1.739239, -2.859337, -0.590616)
Si (-0.014492, -2.178457, -0.287074)
C (1.182098, -2.927682, -1.542968)
C (0.540658, -2.807643, 1.410190)
H (-4.069095, 0.197302, 1.708546)
H (-2.493828, 0.759266, 2.288388)
H (-2.837494, -0.978488, 2.197730)
H (-4.595142, 0.589283, -0.938283)
H (-3.402171, 0.600813, -2.248101)
H (-3.455128, 1.933136, -1.098181)
H (-4.952845, -1.752076, -0.664933)
H (-5.361667, -4.144809, -1.040657)
H (-3.472483, -5.739439, -1.112488)
H (-1.162143, -4.928389, -0.826021)
H (1.046340, -4.013803, -1.564024)
H (2.219266, -2.720748, -1.268278)
H (1.012269, -2.548961, -2.553349)
H (0.437896, -3.897186, 1.439775)
H (-0.077783, -2.387950, 2.207658)
H (1.584875, -2.560606, 1.622770)

Forces on atoms 1 to 3 (eV/Å):
-0.22 -0.20 0.18
0.58 -0.07 0.17
-0.29 -0.02 0.02

- E_HOMO (alpha / beta) (eV) = -4.580 / -7.428
- total charge = 0
- spin multiplicity = 6

These are the Mulliken partial charges, in e, on atoms 1 to 4: number 1, Mn, carries -0.667; number 2, I, carries -0.119; number 3, C, carries 0.518; number 4, C, carries -0.953